No. 1
{"formula": "C4H12NP", "method": "wB97M-V/def2-TZVPD", "elements": ["C", "P", "N", "C", "C", "C", "H", "H", "H", "H", "H", "H", "H", "H", "H", "H", "H", "H"], "coordinates": [[-3.0242, -0.5915, 0.2731], [-1.7660, 0.5505, -0.3512], [-0.3444, -0.3568, 0.0448], [0.9476, 0.0231, -0.5083], [2.0471, -1.0865, -0.4223], [1.4636, 1.3750, 0.1097], [-2.6602, -1.4914, -0.2753], [-3.9656, -0.1372, 0.0987], [-2.8726, -0.8520, 1.3447], [-1.8238, 1.5883, 0.6632], [-0.2917, -0.2989, 1.1529], [0.8347, 0.1990, -1.5756], [2.6998, -0.9119, -1.3183], [2.5812, -0.8574, 0.5147], [1.6289, -2.0905, -0.3954], [2.2591, 1.1115, 0.9018], [0.4898, 1.9224, 0.4846], [1.7967, 1.9043, -0.7417]], "atomic_forces_ev_per_a": [[2.38, -1.02, 1.08], [0.65, 0.90, -0.63], [-0.37, 0.04, 3.55], [0.52, 0.31, 0.07], [-0.31, 1.49, 0.02], [-1.83, -1.40, 1.26], [-1.35, 0.35, 0.06], [-1.12, -0.30, -0.41], [-0.30, 0.35, -0.55], [0.06, -0.45, -0.18], [0.21, -0.61, -2.86], [-0.62, 0.05, -0.11], [-0.27, -0.51, 1.02], [0.23, -0.64, -0.43], [0.05, 0.04, -0.18], [-1.33, 1.10, -1.10], [2.32, -0.81, -0.25], [1.08, 1.09, -0.37]], "multiplicity": 1, "smiles": "CPNC(C)C", "e_lumo_ha": 0.041, "homo_lumo_gap_ev": 9.86}

---

No. 2
{"formula": "C14H33FeNO4P2S4", "method": "wB97M-V/def2-TZVPD", "elements": ["Fe", "C", "C", "O", "P", "S", "S", "O", "C", "C", "H", "H", "H", "H", "H", "H", "H", "H", "H", "H", "O", "S", "C", "C", "C", "C", "H", "H", "H", "H", "H", "H", "H", "H", "C", "C", "P", "C", "C", "C", "C", "H", "H", "H", "H", "H", "H", "H", "H", "H", "H", "H", "H", "H", "H", "H", "O", "S", "N"], "coordinates": [[-0.1510, -0.3151, 0.5868], [-2.1712, 3.2688, -2.3912], [-0.8899, 3.4091, -1.6024], [-1.1942, 3.9544, -0.3100], [-0.7288, 3.1091, 0.9893], [1.2263, 2.9965, 1.0764], [-1.7731, 1.4076, 1.0316], [-1.3673, 4.0465, 2.1205], [-0.7521, 5.3005, 2.4496], [-0.0794, 5.2044, 3.8000], [-1.9572, 2.9056, -3.3987], [-2.6834, 4.2291, -2.4680], [-2.8316, 2.5576, -1.8952], [-0.1844, 4.0893, -2.0842], [-0.3994, 2.4384, -1.4943], [-1.5570, 6.0376, 2.4556], [-0.0342, 5.5778, 1.6755], [-0.7945, 4.8814, 4.5574], [0.3219, 6.1781, 4.0905], [0.7366, 4.4840, 3.7579], [-0.7692, -0.4944, -1.5252], [-1.5308, -1.5975, -2.2212], [-2.3616, -2.6067, -0.9603], [-2.0254, -4.0594, -1.2680], [-0.5429, -4.0687, -1.6333], [-0.3524, -2.9299, -2.6281], [-3.4234, -2.3669, -0.9632], [-1.8963, -2.2973, -0.0142], [-2.6314, -4.4336, -2.1013], [-2.2248, -4.6771, -0.3924], [-0.2373, -5.0215, -2.0701], [0.0605, -3.9157, -0.7362], [-0.5806, -3.2283, -3.6536], [0.6312, -2.4619, -2.6093], [3.0245, 1.1100, -1.7725], [3.4566, 0.7089, -0.3652], [2.2960, -0.5151, 0.3644], [2.9056, -0.7931, 2.0781], [4.3773, -0.5136, 2.3702], [2.7061, -2.0619, -0.5310], [4.1149, -2.6255, -0.3827], [3.6687, 1.8961, -2.1715], [1.9994, 1.4856, -1.7621], [3.0646, 0.2649, -2.4632], [3.4428, 1.5851, 0.2846], [4.4779, 0.3180, -0.3608], [2.6318, -1.8278, 2.3024], [2.2757, -0.1743, 2.7204], [5.0459, -1.0916, 1.7320], [4.6120, -0.7648, 3.4070], [4.6154, 0.5424, 2.2288], [2.4814, -1.8692, -1.5853], [1.9822, -2.7935, -0.1576], [4.8893, -1.9091, -0.6698], [4.2360, -3.5131, -1.0076], [4.2974, -2.9353, 0.6466], [0.9961, -4.1961, 1.3734], [-0.2008, -3.4346, 1.9512], [-0.2581, -1.9520, 1.4843]], "atomic_forces_ev_per_a": [[0.15, -0.16, 0.08], [-0.01, -0.01, -0.02], [0.02, 0.00, 0.04], [0.03, 0.02, -0.03], [0.07, -0.05, -0.10], [-0.03, 0.05, 0.02], [-0.14, 0.13, 0.17], [-0.02, -0.06, 0.05], [-0.02, 0.00, -0.05], [0.00, 0.01, 0.02], [0.01, -0.01, 0.01], [0.00, 0.01, 0.00], [0.01, 0.00, 0.00], [0.00, 0.00, -0.01], [-0.02, -0.02, -0.03], [0.01, 0.01, 0.00], [0.01, 0.01, 0.01], [0.00, 0.00, 0.00], [0.00, 0.00, 0.00], [0.00, -0.01, -0.01], [0.10, -0.01, -0.05], [-0.06, 0.00, -0.01], [0.05, 0.04, 0.02], [-0.02, -0.02, -0.01], [0.04, -0.05, 0.01], [0.03, 0.02, -0.01], [0.00, 0.00, -0.02], [-0.02, -0.03, 0.01], [0.00, 0.00, 0.01], [0.01, 0.00, 0.00], [-0.01, 0.01, -0.01], [-0.02, 0.03, 0.02], [-0.01, -0.01, 0.00], [-0.01, -0.01, 0.00], [-0.01, 0.01, -0.02], [0.04, 0.00, 0.04], [-0.15, 0.06, -0.02], [0.02, -0.02, -0.01], [0.03, 0.02, -0.01], [0.03, -0.03, 0.00], [0.02, -0.01, 0.01], [0.00, 0.00, 0.00], [0.02, 0.01, 0.02], [0.00, -0.01, 0.00], [-0.01, -0.01, 0.00], [-0.01, 0.00, -0.02], [-0.01, 0.00, 0.00], [0.00, 0.00, -0.01], [-0.01, 0.00, 0.00], [-0.01, 0.00, 0.00], [0.00, -0.01, 0.00], [-0.01, 0.01, 0.02], [-0.01, 0.00, 0.01], [-0.01, -0.01, 0.00], [0.00, 0.00, -0.01], [-0.01, 0.00, 0.00], [-0.04, 0.07, -0.02], [0.13, -0.02, -0.04], [-0.12, 0.07, -0.09]], "multiplicity": 6, "e_lumo_ha": [0.088, 0.087], "homo_lumo_gap_ev": [4.14, 6.71], "charge": -1}

---

No. 3
{"formula": "C2H12NO2S", "method": "wB97M-V/def2-TZVPD", "elements": ["C", "C", "S", "N", "H", "H", "H", "H", "H", "H", "H", "H", "H", "H", "O", "H", "H", "O"], "coordinates": [[1.1914, 0.9752, 0.5472], [1.2445, 1.4071, -0.9263], [-0.4191, 1.2750, -1.7016], [0.5887, -0.3836, 0.7978], [2.2211, 0.8856, 0.9094], [0.7001, 1.7013, 1.1760], [1.4655, 2.4678, -1.0070], [1.9236, 0.8262, -1.5489], [-0.9400, 2.4837, -1.3645], [1.1156, -1.1427, 0.3675], [0.5137, -0.6841, 1.7971], [-0.3766, -0.4605, 0.4605], [-0.1123, -2.7860, 3.0230], [-0.4068, -1.5218, 3.8146], [0.0873, -1.8425, 3.0488], [-1.8516, -2.5445, -1.2987], [-2.7182, -1.3090, -1.0926], [-1.7993, -1.6125, -1.0581]], "atomic_forces_ev_per_a": [[0.82, -0.70, 0.41], [-1.05, 0.05, 0.00], [0.20, -0.11, -0.46], [-0.37, 0.30, -0.32], [-0.06, 0.28, -0.15], [-0.34, 0.14, 0.10], [0.41, 0.10, 0.19], [-0.09, -0.15, -0.01], [0.15, 0.01, 0.13], [0.13, -0.04, -0.26], [0.08, -0.04, 0.40], [-0.09, -0.32, -0.18], [0.14, -0.09, -0.08], [0.11, 0.03, 0.08], [-0.22, 0.27, -0.02], [0.09, -0.10, -0.06], [0.10, -0.15, 0.01], [-0.03, 0.53, 0.23]], "multiplicity": 2, "e_lumo_ha": [-0.282, -0.480], "homo_lumo_gap_ev": [11.54, 6.12], "charge": 2}

---

The total energy results, record by record, are as follows: -555.66121 -4448.25877 -686.11137 Ha.